# 1
Formula: C51H84HfN3O24S5
Source: the Open Molecules 2025 dataset
Level of theory: ωB97M-V/def2-TZVPD

Last column: Mulliken charge in e.
Element x y z (Å)
Hf1 4.444 1.010 2.033  1.96
C1 0.435 -2.068 0.243  -0.88
C2 0.952 -0.946 -0.786  1.87
C3 -0.100 -0.742 -1.990  0.02
C4 -1.392 0.079 -1.608  -0.65
C5 -0.860 1.402 -1.071  -1.18
C6 0.155 1.257 0.132  1.36
N1 1.318 0.271 -0.079  -0.08
O1 2.222 0.297 1.013  2.08
C7 -0.751 0.796 1.259  -0.33
C8 0.600 2.840 0.352  -0.74
C9 2.224 -1.495 -1.528  -1.49
H1 -0.370 -1.818 0.935  0.11
H2 1.157 -2.245 1.040  -0.37
H3 0.295 -3.005 -0.296  0.36
H4 -0.421 -1.686 -2.430  -0.49
H5 0.431 -0.195 -2.769  -0.12
H6 -2.117 -0.483 -1.020  -0.05
H7 -1.899 0.382 -2.524  0.80
H8 -1.771 2.000 -1.084  0.24
H9 -0.289 1.868 -1.873  -0.32
H10 -1.363 -0.026 0.886  -0.01
H11 -1.508 1.577 1.328  0.23
H12 -0.317 0.758 2.258  -0.45
H13 1.227 3.198 -0.465  0.19
H14 1.349 2.952 1.136  -0.49
H15 -0.333 3.395 0.453  0.21
H16 2.858 -1.902 -0.740  0.12
H17 2.786 -0.691 -2.004  0.25
H18 2.132 -2.277 -2.281  -0.02
C10 1.511 3.312 4.681  -0.84
C11 0.492 2.839 5.481  0.35
C12 0.361 1.245 5.821  0.05
O2 -0.546 0.812 6.685  -0.82
C13 1.104 0.288 5.245  -0.65
C14 2.057 0.741 4.258  0.91
C15 2.260 2.286 4.024  0.21
O3 2.986 2.497 3.035  -0.72
O4 2.916 0.007 3.759  -0.74
O5 -0.314 3.717 6.048  -0.77
H19 1.726 4.361 4.538  0.47
H20 1.010 -0.753 5.518  0.57
C16 6.505 -1.085 -1.412  -0.76
C17 7.864 -1.075 -1.757  0.33
C18 8.830 -0.067 -1.145  0.42
O6 10.042 0.016 -1.615  -0.75
C19 8.440 0.805 -0.138  -1.39
C20 7.110 0.636 0.391  0.90
C21 6.033 -0.165 -0.501  0.59
O7 4.863 0.101 -0.089  -0.28
O8 6.649 1.132 1.385  -0.89
O9 8.129 -1.994 -2.599  -0.74
H21 5.795 -1.658 -1.990  0.44
H22 9.145 1.486 0.314  0.40
C22 6.218 -3.210 1.409  -1.47
C23 5.087 -2.659 2.201  0.40
O10 4.805 -1.502 1.995  -0.53
N2 4.286 -3.584 2.720  -0.14
C24 3.155 -3.222 3.592  -0.45
H23 6.842 -3.996 1.835  0.47
H24 6.894 -2.457 1.004  0.26
H25 5.857 -3.636 0.473  0.37
H26 4.506 -4.549 2.521  0.30
H27 2.450 -2.501 3.178  -0.29
H28 3.578 -2.866 4.532  0.32
H29 2.624 -4.132 3.873  0.36
C25 4.498 3.014 -1.861  -0.66
C26 4.092 3.510 -0.486  0.39
O11 4.085 2.743 0.475  -0.63
N3 3.871 4.817 -0.353  -0.09
C27 3.276 5.321 0.886  -0.75
H30 4.404 1.939 -2.016  0.04
H31 5.492 3.326 -2.182  0.36
H32 3.741 3.410 -2.538  0.07
H33 3.738 5.316 -1.221  0.27
H34 2.964 6.360 0.780  0.43
H35 3.850 5.287 1.812  0.20
H36 2.267 4.918 0.977  0.20
C28 -1.014 -7.295 6.479  -1.07
C29 -1.017 -7.426 4.965  -0.23
O12 -1.503 -6.255 4.291  -0.37
C30 -0.708 -5.093 4.208  0.59
O13 0.237 -4.965 4.982  -0.52
O14 -1.363 -4.145 3.379  -0.33
C31 -0.883 -2.777 3.477  0.07
H37 -0.244 -6.642 6.890  0.27
H38 -0.979 -8.302 6.894  0.38
H39 -1.974 -7.029 6.921  0.30
H40 -1.553 -8.327 4.667  0.35
H41 -0.009 -7.649 4.615  0.27
H42 0.142 -2.744 3.109  -0.17
H43 -1.020 -2.359 4.475  0.46
H44 -1.367 -2.059 2.815  0.05
C32 1.497 2.768 -4.713  -0.09
C33 -0.077 3.045 -4.732  -0.45
C34 -0.544 4.038 -5.819  -0.73
S1 0.715 3.809 -7.174  1.09
O15 1.343 5.093 -7.453  -0.64
O16 0.295 2.892 -8.195  -0.62
C35 1.868 2.672 -6.143  -0.88
H45 1.559 1.997 -3.945  0.11
H46 2.035 3.629 -4.317  0.05
H47 -0.232 3.367 -3.702  0.31
H48 -0.434 2.016 -4.709  0.24
H49 -0.564 5.092 -5.541  0.36
H50 -1.495 3.878 -6.327  0.40
H51 2.907 2.939 -6.334  0.47
H52 1.761 1.630 -6.443  0.36
C36 -2.518 6.412 3.586  -0.69
C37 -2.950 5.346 2.594  -0.41
C38 -2.963 4.087 3.395  0.56
S2 -3.774 4.531 4.898  1.06
O17 -3.066 4.099 6.179  -0.59
O18 -5.154 4.282 4.720  -0.70
C39 -3.493 6.335 4.763  -0.77
H53 -2.688 7.329 3.023  0.38
H54 -1.487 6.253 3.900  0.33
H55 -2.210 5.269 1.797  0.22
H56 -3.940 5.541 2.182  0.34
H57 -2.033 3.607 3.698  -0.04
H58 -3.545 3.245 3.020  -0.50
H59 -3.120 6.637 5.742  0.38
H60 -4.381 6.948 4.608  0.35
C40 -6.836 0.259 2.372  -0.64
C41 -5.429 -0.268 2.690  -0.80
C42 -4.521 0.126 1.445  0.27
S3 -5.270 1.611 0.607  0.93
O19 -5.703 1.320 -0.773  -0.64
O20 -4.398 2.777 0.757  -0.51
C43 -6.772 1.645 1.734  -0.68
H61 -7.438 0.338 3.278  0.40
H62 -7.296 -0.434 1.669  0.31
H63 -5.453 -1.338 2.892  0.39
H64 -5.215 0.138 3.678  0.36
H65 -4.528 -0.696 0.729  0.38
H66 -3.477 0.315 1.694  -0.46
H67 -7.683 2.117 1.364  0.46
H68 -6.527 2.306 2.565  0.26
C44 -6.850 -2.700 -3.386  -0.84
C45 -5.747 -2.092 -2.411  -0.64
C46 -4.471 -2.550 -3.018  0.10
S4 -4.647 -2.848 -4.822  1.28
O21 -4.267 -4.219 -5.101  -0.67
O22 -3.988 -1.743 -5.473  -0.64
C47 -6.417 -2.572 -4.841  -0.72
H69 -7.676 -2.030 -3.148  0.37
H70 -6.993 -3.763 -3.196  0.35
H71 -5.837 -2.210 -1.331  0.45
H72 -5.736 -1.002 -2.431  0.31
H73 -4.440 -3.585 -2.677  0.33
H74 -3.557 -1.998 -2.799  -0.32
H75 -6.912 -3.280 -5.505  0.43
H76 -6.549 -1.550 -5.196  0.34
C48 -1.106 -3.203 -4.923  0.23
C49 -0.098 -2.335 -5.697  -0.43
C50 1.021 -3.359 -6.325  -0.89
S5 1.149 -4.707 -5.087  1.06
O23 2.312 -4.527 -4.156  -0.59
O24 0.909 -5.901 -5.806  -0.67
C51 -0.356 -4.201 -4.052  -0.23
H77 -1.622 -3.719 -5.734  0.47
H78 -1.918 -2.663 -4.435  -0.51
H79 0.388 -1.691 -4.964  -0.12
H80 -0.554 -1.766 -6.507  0.52
H81 1.954 -2.806 -6.430  0.48
H82 0.545 -3.766 -7.217  0.39
H83 0.064 -3.662 -3.203  -0.24
H84 -0.757 -5.118 -3.619  0.54

Computed properties:
Expectation value of S² = 0.752
HOMO energy (alpha / beta) = -1.153 / -1.945 eV
Spin multiplicity = 2
LUMO energy (alpha / beta) = 2.55 / 2.55 eV
Strongest force on any atom = 6.84 eV/A
Orbital gap (alpha / beta) = 3.7 / 4.5 eV
Net charge = -2

=====

# 2
Formula: C2H3NO2S
Source: the Open Molecules 2025 dataset
Level of theory: ωB97M-V/def2-TZVPD

Last column: natural (NBO) charge in e.
Element x y z (Å)
O1 0.569 -0.799 1.836  -0.62
C1 0.519 0.495 1.497  0.43
N1 -0.203 0.565 0.381  -0.33
O2 -0.721 -0.557 -0.041  -0.27
C2 -0.289 -0.857 -1.335  -0.01
S1 0.202 0.265 -2.340  0.01
H1 0.666 1.484 2.079  0.18
H2 0.044 1.258 -0.462  0.39
H3 -0.787 -1.854 -1.614  0.23

Computed properties:
SMILES = O=CNOC=S
HOMO energy = -9.667 eV
LUMO energy = -0.56 eV
Strongest force on any atom = 7.21 eV/A
Orbital gap = 9.1 eV
Net charge = 0

=====

# 3
Formula: H2N3O2S
Source: the Open Molecules 2025 dataset
Level of theory: ωB97M-V/def2-TZVPD

Last column: natural (NBO) charge in e.
Element x y z (Å)
H1 -1.607 1.379 -0.289  0.32
N1 -1.804 0.414 -0.027  -0.40
N2 -0.881 -0.327 0.193  0.02
N3 0.556 0.000 -0.062  0.21
O1 0.369 -0.457 -1.266  -0.62
O2 1.380 -0.870 0.759  -0.58
S1 1.111 1.586 0.006  -0.41
H2 0.876 -1.726 0.685  0.46

Computed properties:
SMILES = [H]/N=N\[N@+]([O-])(O)[S-]
HOMO energy = -3.379 eV
LUMO energy = 4.10 eV
Strongest force on any atom = 3.36 eV/A
Orbital gap = 7.5 eV
Net charge = -1

=====

# 4
Formula: C4H5NO2
Source: the Open Molecules 2025 dataset
Level of theory: ωB97M-V/def2-TZVPD

Last column: natural (NBO) charge in e.
Element x y z (Å)
C1 -1.614 -0.705 0.322  -0.38
C2 -0.469 -0.075 0.027  0.06
C3 -0.490 1.415 0.183  0.40
O1 0.146 2.170 -0.551  -0.51
N1 0.648 -0.650 -0.606  -0.64
C4 1.911 -0.237 -0.144  0.54
O2 2.035 0.415 0.896  -0.56
H1 -1.661 -1.752 0.147  0.20
H2 -2.504 -0.143 0.657  0.22
H3 -1.231 1.789 0.957  0.13
H4 0.524 -1.551 -1.182  0.42
H5 2.705 -0.676 -0.705  0.13

Computed properties:
SMILES = C=C(C=O)NC=O
HOMO energy = -9.676 eV
LUMO energy = 0.27 eV
Strongest force on any atom = 2.99 eV/A
Orbital gap = 9.9 eV
Net charge = 0

=====

# 5
Formula: C2H4BrFO
Source: the Open Molecules 2025 dataset
Level of theory: ωB97M-V/def2-TZVPD

Last column: natural (NBO) charge in e.
Element x y z (Å)
C1 -0.095 -0.927 0.487  -0.58
C2 -0.546 -0.001 1.295  0.65
O1 -1.823 0.387 1.522  -0.66
F1 0.423 0.761 1.849  -0.34
H1 0.930 -1.140 0.397  0.22
H2 -0.722 -1.656 -0.083  0.22
H3 -1.776 1.304 1.692  0.49
Br1 1.487 0.685 -3.730  -0.22
H4 2.279 0.848 -2.456  0.22

Computed properties:
SMILES = C=C(O)F.Br
HOMO energy = -9.502 eV
LUMO energy = 0.46 eV
Strongest force on any atom = 3.06 eV/A
Orbital gap = 10.0 eV
Net charge = 0

=====

# 6
Formula: C5H14
Source: the Open Molecules 2025 dataset
Level of theory: ωB97M-V/def2-TZVPD

Last column: natural (NBO) charge in e.
Element x y z (Å)
C1 2.996 0.613 0.887  -0.78
C2 2.510 -0.838 0.759  -0.96
H1 4.014 0.709 1.294  0.18
H2 3.067 1.230 -0.023  0.19
H3 2.399 1.214 1.589  0.19
H4 1.468 -0.868 1.065  0.19
H5 2.721 -1.231 -0.229  0.20
H6 3.037 -1.377 1.557  0.19
C3 -2.234 0.528 -0.725  -0.45
C4 -1.093 -0.030 -1.576  -0.71
C5 -2.422 -0.176 0.599  -0.76
H7 -2.000 1.571 -0.483  0.18
H8 -3.172 0.600 -1.287  0.18
H9 -1.439 -0.932 -2.071  0.19
H10 -2.573 -1.269 0.494  0.19
H11 -0.270 -0.331 -0.938  0.21
H12 -0.755 0.717 -2.270  0.19
H13 -1.566 -0.087 1.277  0.20
H14 -3.255 0.200 1.194  0.19

Computed properties:
Expectation value of S² = 0.750
HOMO energy (alpha / beta) = 1.498 / -7.794 eV
Spin multiplicity = 2
LUMO energy (alpha / beta) = 4.20 / 4.18 eV
Strongest force on any atom = 1.53 eV/A
Orbital gap (alpha / beta) = 2.7 / 12.0 eV
Net charge = -1

=====

# 7
Formula: C31H56O27
Source: the Open Molecules 2025 dataset
Level of theory: ωB97M-V/def2-TZVPD

Last column: Mulliken charge in e.
Element x y z (Å)
C1 -1.249 -0.742 7.074  -0.49
C2 -2.064 -0.216 5.905  -0.19
O1 -1.058 -0.217 4.912  0.07
C3 0.200 -0.604 5.349  0.40
O2 1.207 -0.683 4.621  -0.54
O3 0.073 -0.891 6.661  -0.33
H1 -1.738 -1.692 7.289  0.27
H2 -1.411 -0.124 7.957  0.34
H3 -2.538 0.744 6.112  0.27
H4 -2.942 -0.807 5.645  0.17
C4 3.839 -3.103 -6.279  -1.42
C5 3.678 -2.993 -4.743  0.33
C6 4.965 -2.724 -3.847  -0.43
O4 4.486 -1.904 -2.872  -0.26
C7 3.188 -1.435 -3.113  0.64
O5 2.537 -0.765 -2.355  -0.52
O6 2.920 -1.848 -4.353  -0.32
H5 2.942 -3.135 -6.898  0.37
H6 4.462 -3.962 -6.529  0.35
H7 4.290 -2.171 -6.619  0.35
H8 3.170 -3.879 -4.363  0.27
H9 5.621 -2.088 -4.442  0.34
H10 5.405 -3.677 -3.552  0.31
C8 0.632 1.328 -0.362  -1.05
C9 0.290 -0.076 0.093  1.47
C10 -0.106 -0.132 1.515  0.42
O7 -1.076 -1.052 1.549  -0.08
C11 -1.644 -1.147 0.362  0.37
O8 -2.747 -1.644 0.121  -0.49
O9 -0.843 -0.561 -0.577  -0.30
H11 -0.241 1.971 -0.247  -0.05
H12 0.895 1.289 -1.419  0.26
H13 1.466 1.783 0.174  0.39
H14 1.119 -0.771 -0.042  -0.70
H15 -0.642 0.730 1.912  -0.56
H16 0.721 -0.367 2.185  0.41
C12 -4.227 -6.908 -3.147  -0.64
O10 -5.529 -6.663 -2.609  -0.32
C13 -5.801 -5.543 -1.915  0.78
O11 -6.753 -5.408 -1.074  -0.61
O12 -4.914 -4.603 -2.265  -0.34
C14 -4.977 -3.303 -1.723  -0.50
H17 -3.446 -6.412 -2.571  0.30
H18 -4.186 -6.789 -4.229  0.26
H19 -4.073 -7.898 -2.717  0.32
H20 -4.028 -2.807 -1.927  0.24
H21 -5.179 -3.476 -0.666  0.17
H22 -5.854 -2.766 -2.083  0.33
C15 5.181 7.338 -3.269  -0.65
O13 4.394 6.265 -2.646  -0.31
C16 4.547 4.995 -3.022  0.63
O14 5.508 4.589 -3.604  -0.53
O15 3.467 4.333 -2.593  -0.20
C17 2.986 3.276 -3.237  -0.43
H23 5.063 7.296 -4.352  0.30
H24 6.248 7.382 -3.053  0.29
H25 4.833 8.289 -2.866  0.25
H26 3.634 2.406 -3.128  0.30
H27 3.061 3.477 -4.306  0.34
H28 1.988 3.017 -2.882  0.02
C18 5.377 -3.714 4.409  -0.69
O16 4.514 -3.052 3.471  -0.25
C19 4.896 -2.779 2.210  0.62
O17 5.980 -3.050 1.690  -0.58
O18 3.818 -2.287 1.535  -0.18
C20 3.798 -2.223 0.197  -0.55
H29 4.816 -4.613 4.666  0.25
H30 5.486 -3.079 5.288  0.27
H31 6.418 -3.953 4.193  0.33
H32 3.927 -3.192 -0.287  0.37
H33 4.582 -1.544 -0.138  0.37
H34 2.890 -1.934 -0.332  0.00
C21 -2.528 3.369 -2.446  -0.71
O19 -1.786 3.223 -3.586  -0.28
C22 -2.464 2.949 -4.702  0.66
O20 -3.621 2.620 -4.759  -0.56
O21 -1.641 2.890 -5.763  -0.33
C23 -0.336 3.385 -5.758  -0.49
H35 -3.108 2.450 -2.363  0.37
H36 -3.335 4.082 -2.615  0.46
H37 -1.886 3.619 -1.601  0.13
H38 -0.199 4.397 -5.376  0.29
H39 0.015 3.461 -6.787  0.31
H40 0.279 2.691 -5.184  0.16
C24 -3.016 3.546 1.225  -0.79
C25 -2.140 3.647 2.444  -0.02
O22 -0.734 3.520 2.074  -0.17
C26 0.307 3.685 2.964  0.53
O23 0.172 3.721 4.212  -0.61
O24 1.488 3.325 2.343  -0.09
C27 2.662 3.266 3.066  -0.78
H41 -3.179 4.556 0.850  0.46
H42 -3.987 3.172 1.549  0.29
H43 -2.504 2.911 0.502  -0.11
H44 -2.395 2.881 3.177  -0.10
H45 -2.450 4.579 2.917  0.54
H46 2.620 2.645 3.961  0.28
H47 2.985 4.212 3.502  0.34
H48 3.484 2.931 2.434  0.28
C28 -4.554 0.893 3.777  -1.04
C29 -3.928 0.122 2.609  0.30
O25 -3.569 -1.226 2.921  0.43
C30 -4.626 -2.108 2.991  0.54
O26 -5.822 -1.696 3.127  -0.16
O27 -4.260 -3.418 3.119  -0.29
C31 -2.915 -3.769 2.869  -0.26
H49 -5.460 0.391 4.116  0.58
H50 -4.953 1.816 3.357  0.40
H51 -3.886 0.916 4.638  -0.04
H52 -2.979 0.637 2.462  -0.53
H53 -4.443 0.194 1.651  0.45
H54 -2.754 -3.484 1.829  0.10
H55 -2.632 -4.821 2.902  0.36
H56 -2.177 -3.281 3.506  0.08

Computed properties:
Expectation value of S² = 0.757
HOMO energy (alpha / beta) = -12.075 / -12.075 eV
Spin multiplicity = 2
LUMO energy (alpha / beta) = -3.84 / -9.50 eV
Strongest force on any atom = 5.33 eV/A
Orbital gap (alpha / beta) = 8.2 / 2.6 eV
Net charge = +1

=====

# 8
Formula: C17H33Br2F3N2O6P3Y
Source: the Open Molecules 2025 dataset
Level of theory: ωB97M-V/def2-TZVPD

Last column: natural (NBO) charge in e.
Element x y z (Å)
Y1 -0.442 -0.491 -0.913  1.72
N1 -3.636 2.590 1.557  -0.71
C1 -3.349 1.103 1.487  -0.64
C2 -4.418 0.342 2.257  -0.63
P1 -1.613 0.902 2.123  2.42
O1 -1.764 0.313 3.606  -1.00
O2 -0.972 -0.184 1.296  -1.21
O3 -1.097 2.294 2.167  -1.14
P2 -3.451 0.762 -0.332  2.40
O4 -3.596 -0.845 -0.343  -0.99
O5 -4.654 1.479 -0.806  -1.13
O6 -2.096 1.075 -0.924  -1.20
H1 -4.111 2.836 2.424  0.42
H2 -4.222 2.849 0.749  0.46
H3 -2.698 3.045 1.555  0.49
H4 -4.440 0.654 3.303  0.22
H5 -4.192 -0.722 2.238  0.25
H6 -5.403 0.489 1.808  0.23
H7 -1.583 -0.635 3.632  0.52
H8 -4.423 -1.150 -0.736  0.53
F1 0.533 -3.207 0.526  -0.37
C3 -0.364 -2.955 -0.499  0.46
F2 0.086 -3.763 -1.524  -0.37
F3 -1.519 -3.592 -0.076  -0.38
C4 1.789 -1.153 2.669  -0.61
C5 2.373 0.153 2.114  -0.52
C6 3.757 0.368 2.731  -0.61
P3 2.222 0.214 0.260  0.81
C7 3.671 -0.648 -0.517  -0.52
C8 5.029 0.048 -0.440  -0.61
C9 3.772 -2.102 -0.053  -0.61
C10 2.415 1.998 -0.245  -0.51
C11 3.328 2.885 0.600  -0.61
C12 1.033 2.647 -0.346  -0.61
H9 1.704 -1.076 3.756  0.20
H10 2.444 -1.997 2.453  0.21
H11 0.813 -1.381 2.254  0.24
H12 1.716 0.973 2.430  0.23
H13 4.419 -0.464 2.493  0.20
H14 3.660 0.399 3.820  0.21
H15 4.241 1.286 2.416  0.21
H16 3.370 -0.658 -1.569  0.26
H17 5.383 0.146 0.586  0.20
H18 5.011 1.039 -0.893  0.21
H19 5.767 -0.545 -0.987  0.21
H20 4.161 -2.172 0.964  0.20
H21 4.466 -2.641 -0.702  0.21
H22 2.812 -2.618 -0.083  0.24
H23 2.824 1.918 -1.256  0.24
H24 2.928 3.009 1.609  0.21
H25 3.381 3.879 0.150  0.21
H26 4.342 2.502 0.679  0.21
H27 0.491 2.607 0.600  0.24
H28 0.427 2.184 -1.129  0.21
H29 1.136 3.698 -0.626  0.22
Br1 -4.777 -2.243 -6.395  0.09
C13 -3.631 -1.845 -4.952  -0.04
C14 -3.279 -2.833 -4.051  -0.29
C15 -2.440 -2.492 -3.004  0.08
N2 -1.957 -1.259 -2.829  -0.53
C16 -2.301 -0.321 -3.716  0.09
C17 -3.138 -0.563 -4.790  -0.28
H30 -3.638 -3.846 -4.153  0.24
H31 -2.148 -3.237 -2.278  0.24
H32 -1.890 0.667 -3.559  0.23
H33 -3.389 0.232 -5.477  0.24
Br2 1.124 0.054 -3.109  -0.61

Computed properties:
HOMO energy = -8.602 eV
LUMO energy = 0.03 eV
Strongest force on any atom = 0.27 eV/A
Orbital gap = 8.6 eV
Net charge = 0